C4H14N2 | ωB97M-V/def2-TZVPD

Properties
total energy	-270.216567	Eh
LUMO level	1.0	eV
HOMO energy	-8.711	eV
molar mass	90.17	g/mol
structure (SMILES)	CCN.CNC

Cartesian coordinates (Å):
1 C -1.6904 -0.5953 -1.8517
2 C -2.3114 0.4336 -0.9080
3 N -1.6550 1.6744 -0.9416
4 H -1.8342 -1.5843 -1.4152
5 H -0.6511 -0.5356 -2.0619
6 H -2.2146 -0.5433 -2.8186
7 H -2.6025 0.1092 0.2099
8 H -3.3758 0.3842 -1.4402
9 H -0.6244 1.6213 -1.1313
10 H -1.7143 2.2124 -0.0879
11 C 1.3448 0.4802 2.0028
12 N 1.4976 -0.8638 1.4549
13 C 2.4178 -0.9100 0.4033
14 H 0.7558 1.0388 1.2805
15 H 2.4007 0.8861 2.1976
16 H 0.7645 0.3171 2.9801
17 H 1.8011 -1.6241 2.1738
18 H 3.3363 -0.3367 0.5517
19 H 2.4588 -1.7762 -0.0874
20 H 1.8962 -0.3880 -0.5107

Cartesian forces, eV/Å:
-0.7928 -0.8579 0.3145
-3.3563 -1.9875 0.5965
2.0896 1.7097 -0.2933
-0.1626 -0.1357 -0.2487
1.1481 0.4664 0.1363
0.3219 -0.1566 0.3070
1.1500 0.1214 -2.3115
1.5234 1.2108 1.4847
-1.5057 -0.3131 0.0758
-0.3798 -0.0619 -0.0395
0.6446 -1.6168 1.8450
-0.0240 -2.5201 2.5229
-1.5399 4.9344 -2.2634
0.1655 0.4530 0.1501
-1.5713 0.2041 -0.1208
0.8580 0.8573 -1.3522
-0.9075 2.2275 -1.2684
0.4495 -0.4348 0.0553
1.0405 -4.1265 -0.9786
0.8487 0.0263 1.3882

Here are the Löwdin charges for atoms 1 to 4, given in e:
1 C -0.128
2 C -0.407
3 N -0.040
4 H 0.069

C4H22N2O5 | ωB97M-V/def2-TZVPD

Properties
total energy	-650.723636	Eh
net charge	+2
LUMO level	-5.9	eV
HOMO energy	-17.205	eV
molar mass	178.23	g/mol

Cartesian coordinates (Å):
1 C 1.0100 -0.1328 -1.0895
2 C -0.3787 -0.4887 -1.6631
3 C -1.1076 -1.3151 -0.6209
4 C -2.1337 -0.8012 0.0164
5 N -2.8729 -1.4193 1.1461
6 N 0.9990 1.0371 -0.1262
7 H 1.4445 -1.0225 -0.6220
8 H 1.7173 0.2517 -1.9100
9 H -0.9082 0.3889 -2.0122
10 H -0.1172 -1.0355 -2.6652
11 H -0.9124 -2.4057 -0.5199
12 H -2.5733 0.2075 -0.1843
13 H -3.9099 -1.3223 1.0070
14 H -2.4440 -2.3258 1.3056
15 H -2.8363 -0.7165 1.8916
16 H 1.2020 1.9120 -0.6580
17 H 0.0989 1.2342 0.4059
18 H 1.7082 0.8908 0.5933
19 H 0.1367 -0.4786 2.0536
20 H -0.5162 0.2962 3.1309
21 O -0.5623 0.2106 2.1594
22 H 1.8431 -3.5700 -0.6257
23 H 2.0426 -3.9710 0.8183
24 O 1.6890 -3.2464 0.2794
25 H -1.3332 4.8080 0.3171
26 H -0.8329 4.8396 -1.0665
27 O -0.8120 4.2546 -0.2813
28 H 2.0094 -2.0672 1.7123
29 H 2.3468 -1.1301 2.8519
30 O 1.6389 -1.3276 2.2267
31 H 1.1911 2.4824 -3.3337
32 H 1.5639 3.4197 -2.0691
33 O 1.6098 2.5429 -2.4680

Cartesian forces, eV/Å:
0.8402 0.8974 -1.5979
1.6135 -1.1309 -1.2751
-0.8808 -1.0059 -1.0857
-1.2345 1.9478 -0.1027
-0.8142 1.8499 -1.2126
-1.0394 0.6208 0.5681
-0.0049 0.4707 0.1832
-1.1174 -0.8705 1.1509
-0.3182 0.2575 0.3343
-0.7766 0.4489 2.0095
0.4987 0.9395 0.1936
0.7588 -0.8833 0.1399
0.8028 -1.4741 -0.5233
-0.7078 -0.3268 0.8587
1.2890 -0.6036 0.7662
-0.0086 -0.7164 0.0316
1.0445 -0.7097 -0.5968
0.0284 0.1249 0.0015
-0.1593 0.1944 -0.1174
-0.2662 0.4548 -0.4188
0.1858 -0.5331 0.8558
0.0243 0.2241 0.3267
-0.1501 -0.0041 -0.0717
0.1837 -0.6050 -0.3500
0.1195 -0.3231 0.3508
0.1901 -0.6216 0.2939
-0.2308 0.7994 -0.6852
-0.4591 0.2747 -0.2065
-0.1694 0.2131 0.2428
0.7531 -0.2403 -0.1191
0.0131 0.6750 0.1287
-0.1402 0.2516 -0.8831
0.1320 -0.5961 0.8095

Here are the Löwdin charges for atoms 1 to 4, given in e:
1 C -0.146
2 C -0.145
3 C -0.077
4 C -0.115

C38H89N9O11Si | ωB97M-V/def2-TZVPD

Properties
total energy	-3111.430254	Eh
LUMO level	0.7	eV
HOMO energy	-8.898	eV
molar mass	876.27	g/mol
structure (SMILES)	CCCCO[SiH2]OC[C@@H](C)CC(C)C.CNC(C)=O.CNC(C)=O.CNC(C)=O.CNC(C)=O.CNC(C)=O.CNC(C)=O.CNC(C)=O.CNC(C)=O.CNC(C)=O

Cartesian coordinates (Å):
1 C -9.2505 0.7621 4.8099
2 C -8.1910 1.7179 4.2205
3 C -6.8716 1.0075 3.8895
4 C -5.8098 2.0011 3.4318
5 O -4.7603 1.3333 2.7432
6 Si -3.6953 2.2619 1.8691
7 O -3.2512 1.4042 0.5241
8 C -3.8495 1.8257 -0.7217
9 C -3.4417 0.8909 -1.8716
10 C -2.1530 1.3237 -2.5977
11 C -3.3059 -0.5671 -1.4017
12 C -4.5726 -1.1627 -0.7631
13 C -5.6227 -1.5312 -1.8170
14 C -4.2046 -2.4014 0.0692
15 H -10.2218 0.8988 4.3292
16 H -9.4026 0.9387 5.8763
17 H -8.9672 -0.2841 4.6721
18 H -7.9955 2.5128 4.9464
19 H -8.5937 2.1853 3.3177
20 H -6.5317 0.4622 4.7753
21 H -7.0455 0.2681 3.1015
22 H -6.2891 2.7495 2.7853
23 H -5.4237 2.5432 4.3044
24 H -4.3932 3.4943 1.4583
25 H -2.5151 2.5878 2.6785
26 H -3.5647 2.8612 -0.9433
27 H -4.9391 1.8139 -0.5910
28 H -4.2469 0.9187 -2.6178
29 H -2.1533 0.8629 -3.5880
30 H -1.2575 0.9912 -2.0756
31 H -2.1068 2.4062 -2.7466
32 H -3.1011 -1.1626 -2.3034
33 H -2.4544 -0.6748 -0.7282
34 H -5.0296 -0.4423 -0.0755
35 H -6.4301 -2.1074 -1.3568
36 H -6.0885 -0.6493 -2.2707
37 H -5.1879 -2.1200 -2.6310
38 H -3.5776 -2.1087 0.9163
39 H -5.1054 -2.8824 0.4568
40 H -3.6400 -3.1169 -0.5374
41 C 1.8083 -0.7391 -1.8939
42 C 1.2364 -0.8645 -3.2792
43 O 0.0466 -0.6749 -3.5034
44 N 2.0735 -1.2107 -4.2872
45 C 3.5014 -1.4869 -4.2360
46 H 1.0032 -0.4513 -1.2272
47 H 2.2411 -1.6802 -1.5598
48 H 2.5865 0.0253 -1.8643
49 H 1.6085 -1.2776 -5.1790
50 H 4.0248 -0.7831 -4.8822
51 H 3.6902 -2.5041 -4.5878
52 H 3.8902 -1.3875 -3.2304
53 C -0.4828 6.2732 1.9385
54 C -1.3113 5.5537 2.9762
55 O -2.4295 5.1198 2.7353
56 N -0.7714 5.3845 4.2096
57 C 0.5499 5.7583 4.6883
58 H -1.0559 6.3168 1.0174
59 H -0.2518 7.2890 2.2617
60 H 0.4515 5.7408 1.7558
61 H -1.3919 4.9224 4.8548
62 H 1.0890 4.8780 5.0264
63 H 0.4633 6.4651 5.5175
64 H 1.1238 6.2163 3.8922
65 C -0.8684 -6.2889 -1.7590
66 C -0.7484 -4.9042 -1.1678
67 O -0.8067 -4.7121 0.0390
68 N -0.5618 -3.8713 -2.0269
69 C -0.4397 -3.9038 -3.4731
70 H -0.9979 -7.0030 -0.9529
71 H -1.7260 -6.3532 -2.4299
72 H 0.0300 -6.5601 -2.3147
73 H -0.4983 -2.9681 -1.5789
74 H 0.5336 -3.4967 -3.7507
75 H -1.2133 -3.2828 -3.9246
76 H -0.5232 -4.9146 -3.8594
77 C 3.7368 3.9437 -5.1315
78 C 3.4911 2.4568 -5.0612
79 O 4.1094 1.7074 -4.3193
80 N 2.5175 1.9530 -5.8678
81 C 1.6722 2.6657 -6.8032
82 H 4.5238 4.2027 -4.4339
83 H 4.0437 4.2343 -6.1371
84 H 2.8428 4.5042 -4.8626
85 H 2.3814 0.9600 -5.7631
86 H 0.6212 2.5560 -6.5294
87 H 1.8062 2.2785 -7.8154
88 H 1.9191 3.7220 -6.8030
89 C 5.7154 7.9394 -5.9122
90 C 5.2184 7.5232 -4.5471
91 O 4.2414 6.8108 -4.4029
92 N 5.9082 7.9718 -3.4648
93 C 7.0848 8.8171 -3.4329
94 H 5.0606 7.5000 -6.6579
95 H 5.6971 9.0244 -6.0202
96 H 6.7331 7.5858 -6.0810
97 H 5.5237 7.6518 -2.5901
98 H 7.9160 8.3011 -2.9485
99 H 6.8826 9.7369 -2.8807
100 H 7.3872 9.0821 -4.4403
101 C 3.9786 2.2380 5.1539
102 C 3.8232 3.4527 4.2723
103 O 2.7469 3.8222 3.8271
104 N 4.9570 4.1530 3.9752
105 C 6.3072 3.8759 4.4221
106 H 3.0081 1.7876 5.3331
107 H 4.6160 1.4952 4.6730
108 H 4.4211 2.5218 6.1116
109 H 4.7983 4.9508 3.3801
110 H 6.7053 4.7172 4.9934
111 H 6.9712 3.6930 3.5758
112 H 6.3166 2.9955 5.0548
113 C -1.7316 -11.7700 0.0496
114 C -1.7136 -10.2653 -0.0921
115 O -0.9462 -9.6989 -0.8527
116 N -2.5896 -9.5554 0.6666
117 C -3.5651 -10.0526 1.6159
118 H -0.9798 -12.1804 -0.6168
119 H -1.4999 -12.0679 1.0727
120 H -2.7066 -12.1757 -0.2226
121 H -2.5265 -8.5583 0.5315
122 H -4.5727 -9.7553 1.3207
123 H -3.3676 -9.6532 2.6119
124 H -3.5270 -11.1355 1.6656
125 C 0.7621 -1.9874 5.3306
126 C 0.8245 -0.5429 4.8928
127 O 1.8647 0.1008 4.9482
128 N -0.3201 0.0270 4.4522
129 C -1.6371 -0.5715 4.3474
130 H 1.7534 -2.2842 5.6591
131 H 0.0592 -2.1131 6.1556
132 H 0.4568 -2.6306 4.5048
133 H -0.2134 0.9918 4.1761
134 H -1.9919 -0.5367 3.3195
135 H -2.3505 -0.0292 4.9694
136 H -1.6122 -1.6064 4.6735
137 C 6.0414 -3.9506 -0.3795
138 C 4.6363 -3.5784 -0.7875
139 O 4.3714 -2.4836 -1.2648
140 N 3.6605 -4.5031 -0.6014
141 C 3.7772 -5.8393 -0.0489
142 H 6.6893 -3.1058 -0.5912
143 H 6.0894 -4.1770 0.6861
144 H 6.3925 -4.8176 -0.9399
145 H 2.7436 -4.1932 -0.8868
146 H 3.4519 -6.5834 -0.7773
147 H 3.1554 -5.9375 0.8417
148 H 4.8069 -6.0480 0.2215

Cartesian forces, eV/Å:
-0.0417 0.1338 -0.0910
-0.0427 -0.3499 0.1834
-0.1974 0.2107 0.0276
-0.3807 -0.2055 0.1808
0.0503 0.3489 -0.0390
0.0815 -0.2658 -0.1806
0.0191 0.6749 -0.0152
-0.0663 -0.4228 0.0709
0.3426 0.0197 0.1633
-0.4702 -0.0223 -0.0211
-0.6034 0.0164 -0.3661
0.0437 -0.3121 0.0788
-0.1146 0.2361 0.0218
0.0375 0.3674 -0.1350
0.0564 -0.0062 0.0331
0.0840 -0.1117 -0.0250
-0.0016 0.0546 0.0205
-0.0081 0.0922 -0.1478
0.1519 0.0515 0.0395
0.0830 -0.0247 -0.0762
0.0767 0.0672 -0.0056
0.1234 -0.0698 -0.0641
0.0598 -0.0151 -0.0477
-0.0813 0.0048 -0.0327
0.1114 -0.3163 0.0243
0.0424 -0.1226 0.0008
0.0253 -0.0388 -0.1021
-0.0428 0.1439 0.1704
0.2547 -0.0376 0.1002
-0.0141 0.0548 -0.0035
-0.0507 -0.0219 0.0976
0.2313 -0.0192 0.1734
-0.0088 0.1336 0.0192
0.1294 0.0233 -0.0388
0.0322 -0.0269 -0.0830
0.1314 -0.0276 0.0315
-0.0003 -0.0712 0.1148
-0.0130 -0.0874 -0.0693
0.0713 -0.0789 -0.0026
-0.0706 -0.0453 0.0691
-0.0721 0.0768 -0.0426
-0.0283 0.0851 0.0884
-0.0648 -0.1491 -0.0874
0.0965 -0.0129 -0.0016
-0.1281 0.0149 -0.3522
-0.0980 0.0568 0.0394
0.1462 0.0714 -0.0170
0.0689 -0.0992 0.0005
-0.0291 -0.0773 -0.0076
0.1355 0.0073 0.0980
0.0515 -0.0160 0.0957
-0.0717 0.0063 0.0610
-0.0312 -0.0518 -0.0205
-0.0012 -0.1856 0.2058
-0.0456 0.2249 -0.1395
0.1027 0.1535 -0.0427
-0.3392 -0.0067 0.1878
-0.0286 -0.0261 0.0139
0.0577 -0.0151 0.0192
0.0198 0.0373 0.0201
0.0077 -0.0610 -0.0238
0.0830 0.0083 -0.0687
0.0280 0.0677 -0.0552
0.0476 -0.0160 -0.0375
-0.0358 0.0155 0.0777
0.0347 0.0298 -0.0073
0.0077 -0.0383 0.0319
0.0125 -0.0763 0.0414
0.0604 0.2365 0.1843
0.0343 -0.0172 -0.0043
0.0427 -0.0140 -0.0617
-0.0374 -0.0147 -0.0611
-0.0567 0.0387 -0.0563
-0.0398 -0.0468 -0.2077
0.0403 -0.0091 -0.0801
-0.0195 -0.0526 0.1071
0.0945 -0.2188 0.0659
-0.1532 -0.1350 0.0203
0.0976 0.1739 0.0098
0.0257 0.0782 -0.1421
-0.0166 -0.1935 0.0852
0.0162 -0.0205 0.0287
-0.0441 0.0730 0.0146
0.0197 0.0545 -0.0454
-0.0645 0.0054 0.0860
-0.0142 0.0561 -0.0143
-0.0030 0.0584 -0.0263
-0.0080 0.0084 -0.0078
-0.0401 -0.0240 -0.0177
0.0681 0.0452 0.0545
-0.1003 0.0147 -0.0734
0.0663 0.0520 -0.0456
-0.1134 -0.0990 0.1521
-0.0262 -0.0171 0.0221
0.0563 0.0002 -0.0096
0.0176 0.0522 -0.0052
0.0125 0.0080 0.0274
0.0282 0.0277 -0.0452
0.0323 0.0244 -0.0438
0.0036 0.0047 -0.0190
-0.1273 0.1882 0.1197
0.1109 0.0245 -0.0654
0.0649 -0.0682 0.0290
-0.0010 -0.1093 0.0942
-0.0724 0.1696 -0.1266
0.0671 0.0869 -0.1397
0.0198 -0.0138 0.0498
0.0907 -0.0411 -0.0410
0.0182 -0.0268 -0.0005
0.0229 -0.0392 0.0384
0.0134 -0.0324 -0.0130
0.0084 0.0038 0.0095
0.0338 -0.0002 -0.0391
0.0062 0.0473 0.0076
0.0137 -0.0192 -0.0106
-0.0245 -0.0583 0.0090
0.0617 0.1862 -0.0662
0.0130 0.0354 -0.0160
-0.0504 -0.0266 0.0069
-0.0078 -0.0246 0.0518
0.0009 0.0200 0.0177
-0.0240 -0.0537 0.0175
-0.0154 -0.0523 0.0281
-0.0016 -0.0147 0.0020
0.0684 -0.0251 -0.0252
0.0147 0.1084 0.0921
-0.1390 -0.2738 -0.0105
-0.0111 -0.0303 0.0186
0.0518 0.1858 0.0106
0.0107 0.0442 0.0028
-0.0139 -0.0396 -0.0488
-0.0675 -0.0248 0.0264
-0.0061 -0.0019 -0.0466
-0.0529 -0.0599 -0.0880
-0.0480 -0.0367 0.0115
0.0099 0.0016 -0.0280
0.0226 0.0472 -0.0181
-0.1417 0.0400 0.0169
0.1640 -0.1685 0.0598
0.0676 -0.0412 -0.0372
-0.1479 0.1251 -0.0538
-0.0308 0.0222 -0.0144
0.0151 -0.0521 -0.0124
0.0086 -0.0344 0.0482
-0.0196 -0.0036 0.0490
0.0396 -0.0403 0.0148
0.0309 -0.0303 0.0232
0.0168 -0.0021 0.0027

Here are the Löwdin charges for atoms 1 to 4, given in e:
1 C -0.111
2 C -0.263
3 C -0.204
4 C -0.299

C3H8O | ωB97M-V/def2-TZVPD

Properties
total energy	-194.327798	Eh
LUMO level	1.0	eV
HOMO energy	-10.259	eV
molar mass	60.10	g/mol
structure (SMILES)	CCCO

Cartesian coordinates (Å):
1 C -1.5724 0.1485 -0.0443
2 C -0.2171 -0.5188 -0.2568
3 C 0.9576 0.3072 0.2466
4 O 2.1001 -0.5318 0.3141
5 H -1.6812 0.4899 0.9923
6 H -2.3870 -0.5538 -0.2477
7 H -1.7104 1.0172 -0.6981
8 H -0.1790 -1.4750 0.2775
9 H -0.0590 -0.7490 -1.3179
10 H 0.7355 0.6983 1.2518
11 H 1.1284 1.1780 -0.4043
12 H 2.8333 -0.1152 -0.1432

Cartesian forces, eV/Å:
-0.0530 0.0465 0.0128
0.0096 -0.0661 -0.0030
-0.3583 0.1819 0.0035
0.2677 0.0230 -0.0783
0.0016 -0.0594 -0.1457
0.1044 0.1309 -0.0034
0.0460 -0.1022 0.1018
-0.0410 0.1094 -0.0397
-0.0415 0.0009 0.1549
0.0417 -0.0954 -0.1419
0.0105 -0.1762 0.0922
0.0125 0.0067 0.0468

Here are the Löwdin charges for atoms 1 to 4, given in e:
1 C -0.119
2 C -0.259
3 C -0.295
4 O -0.073

Question: Which value of total energy does entry 3 give?
Answer: -3111.430254 Eh

Question: HOMO energy of number 3 (C38H89N9O11Si)?
Answer: -8.898 eV

Question: Number 1 is which compound?
Answer: C4H14N2

Question: Which of these has the highest molar mass?
Answer: C38H89N9O11Si